i.
{
  "formula": "C4H6",
  "method": "ωB97M-V/def2-TZVPD",
  "orbital_gap_ha": [0.2714, 0.2960],
  "elements": ["C", "C", "C", "C", "H", "H", "H", "H", "H", "H"],
  "coordinates": [[1.079, 0.642, 0.721], [-0.347, 0.331, 0.458], [-0.820, -0.575, -0.453], [-0.677, -1.846, -0.951], [1.382, 1.500, 0.099], [1.717, -0.204, 0.455], [1.230, 0.938, 1.762], [-1.087, 1.027, 0.857], [-1.559, 0.101, -0.920], [-0.916, -1.914, -2.027]]
}

ii.
{
  "formula": "C4H6",
  "method": "ωB97M-V/def2-TZVPD",
  "orbital_gap_ha": 0.4012,
  "smiles": "C#C.C=C",
  "elements": ["C", "C", "H", "H", "C", "C", "H", "H", "H", "H"],
  "coordinates": [[1.863, -0.572, -0.070], [2.175, 0.592, 0.003], [1.815, -1.529, -0.413], [2.490, 1.563, 0.284], [-1.615, 0.581, -0.113], [-1.186, -0.653, 0.167], [-1.987, 0.893, -1.107], [-1.525, 1.378, 0.662], [-1.158, -1.380, -0.611], [-0.871, -0.872, 1.198]]
}

Stability verdict: ii, ahead by 145.1 kJ/mol

i.
{
  "formula": "C4H6",
  "method": "ωB97M-V/def2-TZVPD",
  "orbital_gap_ha": 0.2506,
  "elements": ["C", "C", "C", "C", "H", "H", "H", "H", "H", "H"],
  "coordinates": [[1.432, 0.021, 0.084], [0.172, 0.526, 0.759], [-1.072, 0.767, 0.309], [-1.206, -0.462, -0.298], [2.318, 0.584, 0.415], [1.663, -1.054, 0.332], [1.351, 0.131, -0.999], [-1.887, 1.432, 0.488], [-1.062, -1.421, 0.177], [-1.708, -0.524, -1.266]]
}

ii.
{
  "formula": "C4H6",
  "method": "ωB97M-V/def2-TZVPD",
  "orbital_gap_ha": 0.4112,
  "smiles": "C#C.C=C",
  "elements": ["C", "C", "H", "H", "C", "C", "H", "H", "H", "H"],
  "coordinates": [[2.219, 0.648, -0.344], [1.947, -0.211, 0.428], [2.563, 1.327, -1.038], [1.904, -1.135, 0.855], [-1.472, 0.018, 0.659], [-1.474, -0.277, -0.601], [-2.332, 0.443, 1.301], [-0.439, 0.047, 0.993], [-2.345, -0.551, -1.094], [-0.569, -0.309, -1.159]]
}

Stability verdict: ii, ahead by 188.8 kJ/mol

i.
{
  "formula": "C3H5Cl3NOP",
  "method": "ωB97M-V/def2-TZVPD",
  "orbital_gap_ha": 0.2951,
  "elements": ["C", "C", "C", "N", "O", "P", "Cl", "Cl", "Cl", "H", "H", "H", "H", "H"],
  "coordinates": [[-1.370, 0.266, 0.720], [-0.734, -1.390, -1.119], [1.370, 0.232, 0.378], [-0.654, -0.359, -0.094], [-1.120, 1.242, 1.403], [1.059, 1.917, 0.989], [-3.053, -0.416, 0.864], [1.757, -0.803, 1.660], [2.124, -0.308, -1.076], [-0.982, -0.934, -2.000], [0.187, -1.945, -0.997], [-1.503, -2.183, -0.798], [0.498, 2.257, -0.341], [2.422, 2.423, 0.413]]
}

ii.
{
  "formula": "C3H5Cl3NOP",
  "method": "ωB97M-V/def2-TZVPD",
  "orbital_gap_ha": [0.2846, 0.2777],
  "elements": ["C", "C", "C", "N", "O", "P", "Cl", "Cl", "Cl", "H", "H", "H", "H", "H"],
  "coordinates": [[0.697, 0.043, -0.392], [-0.318, 2.003, 0.334], [-1.646, 0.023, 0.228], [-0.446, 0.574, 0.080], [0.619, -1.244, -0.796], [1.021, -2.475, 0.199], [2.165, 0.490, 0.259], [-1.874, -1.723, -0.188], [-3.109, 0.894, -0.331], [0.461, 2.449, -0.201], [-1.250, 2.529, 0.023], [-0.084, 2.081, 1.438], [2.559, -2.198, 0.248], [1.206, -3.447, -0.901]]
}

Stability verdict: i, ahead by 63.1 kJ/mol

i.
{
  "formula": "C3H8N2",
  "method": "ωB97M-V/def2-TZVPD",
  "orbital_gap_ha": [0.1091, 0.2897],
  "s_squared": 0.750,
  "multiplicity": 2,
  "charge": -1,
  "elements": ["C", "C", "C", "N", "N", "H", "H", "H", "H", "H", "H", "H", "H"],
  "coordinates": [[0.759, -0.999, 1.321], [0.114, -0.079, 0.317], [-0.626, -0.429, -0.757], [-1.238, 0.465, -1.757], [0.517, 1.340, 0.412], [1.541, -0.474, 1.889], [1.264, -1.853, 0.911], [0.316, -1.237, 2.304], [-0.930, -1.400, -0.890], [-1.548, -0.144, -2.580], [-0.613, 1.160, -2.059], [0.223, 1.759, 1.246], [0.223, 1.890, -0.359]]
}

ii.
{
  "formula": "C3H8N2",
  "method": "ωB97M-V/def2-TZVPD",
  "orbital_gap_ha": [0.0633, 0.1803],
  "s_squared": 0.754,
  "multiplicity": 2,
  "charge": -1,
  "elements": ["C", "N", "H", "H", "H", "C", "C", "N", "H", "H", "H", "H", "H"],
  "coordinates": [[-3.886, -2.211, -3.297], [-4.045, -1.013, -3.646], [-3.064, -2.454, -2.616], [-4.417, -3.097, -3.667], [-4.757, -0.947, -4.377], [2.885, 1.077, 1.182], [2.192, 1.308, 3.453], [3.076, 0.780, 2.599], [3.059, 0.142, 0.656], [1.877, 1.500, 1.002], [3.613, 1.870, 0.929], [1.154, 1.438, 3.096], [2.484, 1.675, 4.433]]
}

Stability verdict: i, ahead by 95.7 kJ/mol

i.
{
  "formula": "C5H5N3",
  "method": "ωB97M-V/def2-TZVPD",
  "orbital_gap_ha": 0.3026,
  "smiles": "[H]/N=C1\\N=CN=CC1=C",
  "elements": ["H", "N", "C", "N", "C", "N", "C", "C", "C", "H", "H", "H", "H"],
  "coordinates": [[1.937, -2.193, -0.099], [1.846, -1.205, 0.023], [0.621, -0.715, 0.266], [-0.595, -1.369, -0.010], [-1.639, -0.786, -0.172], [-1.959, 0.619, -0.022], [-0.856, 1.306, 0.154], [0.521, 0.735, 0.034], [1.687, 1.389, -0.149], [-2.369, -1.497, -0.319], [-0.842, 2.446, 0.357], [2.572, 0.914, -0.312], [1.658, 2.437, -0.357]]
}

ii.
{
  "formula": "C5H5N3",
  "method": "ωB97M-V/def2-TZVPD",
  "orbital_gap_ha": 0.2757,
  "smiles": "[H]/N=c1/ccccnn1",
  "elements": ["H", "N", "C", "C", "C", "C", "C", "N", "N", "H", "H", "H", "H"],
  "coordinates": [[-1.090, 1.078, -2.515], [-0.205, 1.476, -2.282], [-0.271, 0.919, -1.088], [0.773, 1.116, -0.236], [0.961, 0.220, 0.745], [0.375, -1.051, 1.033], [-0.930, -1.566, 0.758], [-1.663, -0.602, 0.221], [-1.385, 0.590, -0.183], [1.283, 2.077, -0.289], [1.928, 0.144, 1.171], [1.205, -1.666, 1.609], [-0.982, -2.736, 1.054]]
}

iii.
{
  "formula": "C5H5N3",
  "method": "ωB97M-V/def2-TZVPD",
  "orbital_gap_ha": [0.2560, 0.2560],
  "elements": ["C", "C", "C", "C", "C", "N", "N", "N", "H", "H", "H", "H", "H"],
  "coordinates": [[-2.236, 1.119, 0.531], [2.228, -1.119, 0.223], [1.859, -0.584, -0.969], [0.312, -0.349, 0.498], [-2.279, -0.080, 0.987], [1.215, -1.012, 1.081], [-2.199, 2.269, 0.057], [0.619, -0.106, -0.755], [3.010, -1.757, 0.304], [2.275, -0.637, -1.977], [-2.327, -1.060, 0.781], [-2.324, 3.010, 0.648], [-0.152, 0.307, -1.410]]
}

iv.
{
  "formula": "C5H5N3",
  "method": "ωB97M-V/def2-TZVPD",
  "orbital_gap_ha": 0.3596,
  "smiles": "N#C[C@]12C[C@H]1C=NN2",
  "elements": ["N", "C", "C", "C", "C", "C", "N", "N", "H", "H", "H", "H", "H"],
  "coordinates": [[-2.813, -0.472, -0.363], [-1.726, -0.127, -0.167], [-0.360, 0.148, 0.284], [0.254, 1.694, 0.672], [0.538, 0.871, -0.626], [1.717, -0.081, -0.656], [1.623, -1.201, -0.026], [0.384, -1.048, 0.787], [-0.213, 2.757, 0.259], [0.802, 1.789, 1.722], [0.109, 1.410, -1.462], [2.721, 0.006, -1.187], [-0.311, -1.943, 0.844]]
}

Stability verdict: i, ahead by 128.7 kJ/mol